{
  "formula": "C4H8N2O",
  "method": "ωB97M-V/def2-TZVPD",
  "lumo_energy_ev": 0.311,
  "homo_lumo_gap_ev": 7.71,
  "total_energy_ha": -341.87623,
  "e_homo_ha": -0.2718,
  "charge": 0,
  "fmax_ha_per_bohr": 0.0204,
  "e_above_lowest_kj_mol": 334.5,
  "species": ["C", "N", "C", "C", "O", "C", "N", "H", "H", "H", "H", "H", "H", "H", "H"],
  "xyz": [[-1.687, 0.087, 0.733], [-0.468, 0.789, 0.239], [0.399, 0.086, -0.768], [1.500, -0.620, -0.042], [2.205, 0.333, 0.771], [-0.349, -0.558, -1.766], [-0.992, -1.052, -2.610], [-1.387, -0.872, 1.156], [-2.200, 0.698, 1.482], [-2.335, -0.088, -0.127], [0.194, 0.979, 1.005], [-0.739, 1.699, -0.131], [2.158, -1.103, -0.776], [1.203, -1.396, 0.686], [2.498, 1.017, 0.149]],
  "lowdin_charge": [-0.016, -0.016, -0.302, -0.270, -0.103, -0.307, 0.097, 0.101, 0.092, 0.090, 0.148, 0.162, 0.120, 0.114, 0.090]
}